Entry 1:
The following is a DFT calculation (wB97M-V/def2-TZVPD) of C22H20N3O4S3SbSe4Ti as an isolated structure.

```
58
Properties=species:S:1:pos:R:3:mulliken_charge:R:1
Ti 0.4633 1.3093 0.0482 -0.24
C 3.3374 -0.3804 1.1691 -1.47
C 1.8503 -0.4929 1.0780 0.51
N 1.3237 -0.4977 -0.1612 -0.28
N 0.1138 -1.1831 -0.3075 -0.53
C -0.8334 -0.7043 -1.0427 0.86
S -0.9804 0.8486 -1.8313 -0.42
S -2.2637 -1.7545 -1.2193 -0.18
C -2.2283 -2.7623 0.3001 -0.32
C -3.5020 -2.5918 1.0787 0.55
C -4.3862 -3.6489 1.2512 -0.54
C -5.5545 -3.4840 1.9862 -0.54
C -5.8483 -2.2544 2.5527 -0.40
C -4.9731 -1.1884 2.3745 -0.77
C -3.8124 -1.3536 1.6390 -0.17
C 1.0483 -0.7604 2.2544 1.50
C 1.5708 -1.5187 3.3120 -0.75
C 0.8142 -1.7916 4.4272 -0.75
C -0.4663 -1.2426 4.5287 -0.56
C -0.9809 -0.4441 3.5327 -0.35
C -0.2356 -0.1769 2.3743 0.51
O -0.7216 0.6168 1.4375 -0.48
H 3.7436 -1.3967 1.1194 0.39
H 3.6476 0.0943 2.0990 0.18
H 3.7301 0.1709 0.3175 0.25
H -1.3641 -2.4213 0.8689 -0.12
H -2.0615 -3.8080 0.0441 0.49
H -4.1560 -4.6121 0.8097 0.34
H -6.2340 -4.3180 2.1126 0.36
H -6.7564 -2.1221 3.1278 0.36
H -5.1990 -0.2223 2.8089 0.39
H -3.1364 -0.5213 1.4781 0.48
H 2.5827 -1.8946 3.2406 0.32
H 1.2242 -2.3857 5.2322 0.38
H -1.0565 -1.4218 5.4194 0.39
H -1.9531 0.0193 3.6315 0.50
N 1.7873 2.3179 -1.6107 -0.07
C 1.6527 2.2155 -3.0398 0.26
C 2.0943 1.0761 -3.6958 -0.24
C 1.9423 0.9694 -5.0709 -0.72
C 1.3449 1.9901 -5.7948 -0.08
C 0.8835 3.1151 -5.1298 -0.74
C 1.0377 3.2320 -3.7550 -0.21
S 1.2053 1.8811 -7.5884 1.28
O 1.1822 0.4517 -7.8621 -0.72
O -0.0353 2.5795 -7.8943 -0.71
O 2.4023 2.5611 -8.0689 -0.69
H 1.7919 3.2860 -1.3067 0.40
H 2.6898 1.9628 -1.3081 0.23
H 2.5390 0.2676 -3.1253 0.33
H 2.2743 0.0846 -5.5980 0.41
H 0.3982 3.8963 -5.7002 0.39
H 0.6774 4.1156 -3.2378 0.34
Se 5.6509 2.4545 2.2693 -0.60
Sb 3.8287 2.9225 3.7144 0.69
Se 3.2408 5.1387 4.2737 -0.59
Se 2.9590 1.1261 5.0134 -0.52
Se 1.7062 2.6510 1.4236 -0.32
```

Calculated values
ΔE to the lowest compared entry with this formula, charge and spin: 1.8607 eV
Lowest unoccupied orbital energy: 2.50 eV
Total charge: -2

Entry 2:
The following is a DFT calculation (wB97M-V/def2-TZVPD) of C12H14N2O4S3 as an isolated structure.

```
35
Properties=species:S:1:pos:R:3:mulliken_charge:R:1
C -3.4760 -1.6334 1.2063 -0.32
C -3.9314 -0.4121 1.9892 -0.32
H -4.7189 -0.6670 2.7007 0.30
H -4.2804 0.3715 1.3086 0.30
O -2.8655 0.1110 2.7896 -0.37
C -2.0092 0.9328 2.1985 0.49
O -2.0853 1.3152 1.0617 -0.59
C -0.9480 1.3678 3.1950 -0.42
H -0.7706 0.5778 3.9227 0.34
H -1.2680 2.2791 3.7009 0.40
S 0.5933 1.7885 2.3373 -0.18
C 0.7613 0.3361 1.4013 0.54
N 0.0064 -0.7053 1.6345 -0.51
S 0.2910 -1.9075 0.5635 -0.01
C 1.5159 -1.0282 -0.2826 0.98
C 1.6822 0.2065 0.3198 -0.22
C 2.5918 1.2016 -0.0562 -0.11
N 3.3460 2.0090 -0.3666 -0.55
S 2.2728 -1.7006 -1.7002 -0.14
C 2.2246 -0.2840 -2.8533 -0.66
C 0.7966 0.1056 -3.2031 0.67
O 0.3898 0.1846 -4.3289 -0.58
O 0.0893 0.3532 -2.1068 -0.19
C -1.2941 0.7040 -2.2508 -0.20
C -2.1419 -0.5138 -2.5857 -1.13
H -3.1903 -0.2315 -2.5869 0.40
H -1.9873 -1.2977 -1.8469 0.19
H -1.8782 -0.8986 -3.5680 0.42
H -1.3840 1.4612 -3.0349 0.34
H -1.5692 1.1266 -1.2821 0.23
H 2.7545 0.5574 -2.4065 0.22
H 2.7410 -0.6190 -3.7515 0.39
H -4.3102 -2.0380 0.6407 0.41
H -3.0976 -2.3943 1.8837 0.26
H -2.6825 -1.3540 0.5187 -0.38
```

Calculated values
ΔE to the lowest compared entry with this formula, charge and spin: 0.0000 eV
Lowest unoccupied orbital energy: -0.25 eV

Entry 3:
The following is a DFT calculation (wB97M-V/def2-TZVPD) of C3H10N2O2P as an isolated structure.

```
18
Properties=species:S:1:pos:R:3:mulliken_charge:R:1
C 0.8506 2.0813 -0.1434 -0.60
C 0.1857 -1.9795 0.8278 -0.85
C -1.4608 -0.4017 -0.1326 -1.03
N 1.7716 0.9927 -0.4199 -0.32
N -0.0863 -0.8861 -0.0227 0.08
O 1.9789 -1.3918 -1.5322 -0.69
O -0.3438 0.6880 -2.6944 -0.91
P 1.0059 -0.3733 -1.2428 0.57
H 0.7127 2.7163 -1.2048 0.21
H -0.0900 1.7235 0.3742 0.13
H 1.4252 2.8230 0.4573 0.32
H -0.6457 -2.5869 0.6697 0.33
H 1.1583 -2.5537 0.4305 0.25
H 0.2585 -1.7536 1.9053 0.22
H -1.3373 -0.0024 -1.2308 0.43
H -1.9711 -1.3581 -0.0854 0.40
H -1.8174 0.3719 0.4755 0.21
H 2.6221 1.3421 -0.7723 0.25
```

Calculated values
ΔE to the lowest compared entry with this formula, charge and spin: 5.4691 eV
Lowest unoccupied orbital energy: 3.91 eV
Total charge: -1

Entry 4:
The following is a DFT calculation (wB97M-V/def2-TZVPD) of C5H12ClNO4Ti as an isolated structure.

```
24
Properties=species:S:1:pos:R:3:mulliken_charge:R:1
Ti 2.1397 0.1960 0.1484 0.01
Cl 2.9188 -0.3752 2.5607 -0.62
O 3.1350 3.5803 -0.9421 -0.46
C 4.0297 2.6608 -0.3432 0.74
O 4.8311 3.1532 0.4626 -0.63
O 3.9213 1.4609 -0.7367 -0.65
H 3.4721 4.3777 -0.5069 0.31
C -2.3636 0.6696 -0.0146 -1.56
C -0.9502 0.0267 0.1267 0.40
C -1.0271 -1.4242 -0.2578 -0.24
O -1.7183 -2.1019 0.7534 -0.29
C -1.8636 -3.4659 0.4688 -0.77
N 0.0491 0.8451 -0.5839 -0.42
H -2.7983 0.4583 -1.0015 0.37
H -2.3509 1.7630 0.0150 0.46
H -3.0185 0.2975 0.7712 0.33
H -0.8544 0.1087 1.2126 0.21
H 0.0022 -1.8080 -0.3855 0.13
H -1.5141 -1.5825 -1.2338 0.31
H -0.8977 -3.9834 0.5243 0.30
H -2.3784 -3.6997 -0.4718 0.31
H -2.4840 -3.9041 1.2563 0.26
H -0.2282 0.9382 -1.5619 0.21
H -0.0517 1.8090 -0.2603 0.31
```

Calculated values
2S+1: 4
ΔE to the lowest compared entry with this formula, charge and spin: 0.0000 eV
Lowest unoccupied orbital energy (spin up / spin down): 2.73 / 2.62 eV
Total charge: -1

Entry 5:
The following is a DFT calculation (wB97M-V/def2-TZVPD) of one molecule with the formula C4H5ClOS.

```
12
Properties=species:S:1:pos:R:3:mulliken_charge:R:1
S -2.9683 0.4695 -0.1284 -0.25
C -1.3946 0.0321 -0.1619 0.14
O -0.7900 -0.9534 -0.8219 -0.36
C 0.5656 -1.0234 -0.6486 -0.44
C 0.9180 -0.0995 0.5386 -0.45
C -0.2902 0.7885 0.4676 0.03
Cl -0.0250 2.2481 -0.5850 -0.18
H 1.1091 -0.6808 -1.5859 0.25
H 0.8210 -2.0203 -0.4754 0.35
H 1.8722 0.4827 0.3836 0.32
H 0.8094 -0.5064 1.5910 0.25
H -0.6272 1.2628 1.4264 0.33
```

Calculated values
ΔE to the lowest compared entry with this formula, charge and spin: 0.3394 eV
Lowest unoccupied orbital energy: -0.07 eV
SMILES: S=C1OCC[C@H]1Cl

Entry 6:
The following is a DFT calculation (wB97M-V/def2-TZVPD) of C2AgF3NO5S2 as an isolated structure.

```
14
Properties=species:S:1:pos:R:3:mulliken_charge:R:1
O -2.6636 -1.5552 -1.3375 -0.41
C -3.3560 -0.6495 -1.6641 0.79
O -3.9373 0.0136 -2.4339 -0.32
Ag -0.9331 -1.4485 0.3607 0.50
N 0.5018 0.7802 -0.1396 -0.38
S -0.7522 1.7178 0.5456 0.58
O -1.1124 2.7067 -0.5473 -0.63
O -1.9049 0.6208 0.4934 -0.73
S 1.9534 1.0326 0.5438 0.36
O 3.0278 1.1755 -0.5191 -0.66
C 2.2521 -0.7604 1.0707 0.64
F 1.2185 -1.1761 1.8205 -0.25
F 2.3428 -1.5762 0.0177 -0.24
F 3.3629 -0.8814 1.7891 -0.24
```

Calculated values
ΔE to the lowest compared entry with this formula, charge and spin: 0.0000 eV
Lowest unoccupied orbital energy: 1.94 eV
Total charge: -1